(1)
The following is a quantum chemistry calculation of a structure of composition C42H31AsBO9, from the Open Molecules 2025 dataset.

```
! RIJCOSX wB97M-V def2-TZVPD def2/J DEFGRID3
* xyz -1 1
O -1.45662 -4.71503 3.21940
B -2.62542 -4.70712 2.41246
O -3.39624 -3.50737 2.55560
O -2.99752 -5.69586 1.63516
As -1.87485 -6.51897 0.07710
H -0.94124 -3.90992 3.14597
H -4.32048 -3.74025 2.45099
H -2.00303 -7.89649 0.83134
H -3.27896 -6.74677 -0.58000
H -1.85280 -5.03994 -0.51427
H -0.57636 -6.18931 0.90510
H -1.07788 -7.11489 -1.12682
C -0.86986 -0.41558 5.08701
C -1.61016 -1.24719 4.25866
C -2.10471 -0.77695 3.04987
C -1.87408 0.54220 2.67982
C -1.14250 1.38984 3.52283
C -0.63725 0.90059 4.72196
C -0.88296 2.80609 3.16171
O -0.22586 3.54421 3.87179
C -1.45777 3.30814 1.87736
C -1.26140 4.63989 1.52668
C -1.76666 5.12401 0.33256
C -2.46660 4.27781 -0.52142
C -2.66652 2.95254 -0.17526
C -2.16829 2.46325 1.02723
C -2.40182 1.02583 1.37743
O -2.99569 0.29619 0.61311
H -0.46457 -0.79567 6.01589
H -1.81489 -2.27461 4.53601
H -2.66834 -1.45386 2.41898
H -0.05371 1.56117 5.34888
H -0.70690 5.27353 2.20586
H -1.61293 6.16074 0.06131
H -2.85383 4.65305 -1.46021
H -3.20106 2.27535 -0.82776
C 5.28270 -2.90416 2.79368
C 6.51305 -2.47704 2.30584
C 6.79874 -1.12488 2.22182
C 5.85136 -0.18852 2.62110
C 4.61657 -0.61813 3.10903
C 4.33647 -1.97713 3.19648
C 3.56969 0.35797 3.52604
O 2.50661 -0.00955 3.97582
C 3.87626 1.80892 3.35480
C 2.89255 2.73671 3.67339
C 3.14480 4.08945 3.52451
C 4.38599 4.52016 3.06651
C 5.37055 3.59931 2.74892
C 5.11793 2.23830 2.88604
C 6.18285 1.26272 2.51431
O 7.27321 1.63344 2.13221
H 5.05904 -3.96128 2.85246
H 7.24783 -3.20429 1.98509
H 7.74776 -0.76887 1.84412
H 3.36889 -2.28273 3.57136
H 1.93418 2.38759 4.02855
H 2.36654 4.80221 3.76488
H 4.58280 5.57886 2.95363
H 6.34147 3.90925 2.38633
C -0.45344 -0.04462 -9.23391
C 0.45942 -0.78689 -8.49096
C 0.22798 -1.03114 -7.14855
C -0.91778 -0.53105 -6.53932
C -1.82853 0.21817 -7.28112
C -1.59368 0.45702 -8.63141
C -3.05694 0.78627 -6.64947
O -3.84970 1.43461 -7.30120
C -3.26260 0.52931 -5.19794
C -4.37939 1.07624 -4.57589
C -4.59761 0.84831 -3.22769
C -3.71369 0.06712 -2.49051
C -2.59940 -0.48192 -3.10647
C -2.36624 -0.24597 -4.45688
C -1.14358 -0.82047 -5.08771
O -0.35305 -1.48732 -4.45995
H -0.27177 0.14102 -10.28485
H 1.35220 -1.17613 -8.96349
H 0.91674 -1.60989 -6.54782
H -2.31933 1.03823 -9.18437
H -5.05880 1.67381 -5.16876
H -5.46508 1.27913 -2.74271
H -3.88449 -0.09738 -1.43556
H -1.89928 -1.09345 -2.55267
*
```

Want to see where the charge sits? The Mulliken charges in e are: -0.575, 0.487, -0.605, -0.635, -0.424, 0.297, 0.221, 0.049, 0.047, -0.037, 0.047, 0.100, -0.806, -0.495, -0.753, -0.077, 0.209, -0.354, 0.648, -0.714, 0.574, -0.576, -0.475, -0.654, -0.352, -0.005, 0.439, -0.687, 0.429, 0.699, 0.743, 0.463, 0.470, 0.392, 0.423, 0.507, -0.552, -0.466, -0.556, 0.255, 0.125, -0.574, 0.396, -0.588, 0.213, -0.367, -0.704, -0.421, -0.769, 0.397, 0.548, -0.686, 0.417, 0.391, 0.466, 0.560, 0.557, 0.484, 0.390, 0.476, -0.454, -0.476, -0.556, 0.213, 0.183, -0.588, 0.709, -0.681, 0.223, -0.757, -0.493, -0.662, -0.760, 0.271, 0.498, -0.640, 0.390, 0.391, 0.485, 0.465, 0.475, 0.447, 0.722, 0.585

---

(2)
The following is a quantum chemistry calculation of a structure of composition C42H31BrIrN4O7Si, from the Open Molecules 2025 dataset.

Energy above the lowest of the compared OMol25 structures with the same formula, charge and spin (kcal/mol): 0.00

```
! RIJCOSX wB97M-V def2-TZVPD def2/J DEFGRID3
* xyz -1 1
Ir 0.33539 0.04267 -0.03934
Br 0.90733 -8.55572 -0.21624
C -0.23126 -7.53384 0.90479
C -1.53962 -7.94315 1.10071
C -2.35206 -7.20756 1.94484
C -1.88481 -6.04831 2.56588
C -0.56096 -5.65673 2.35668
C 0.26514 -6.40630 1.53282
N -2.79714 -5.45695 3.46263
N -2.72591 -4.29359 3.90369
C -2.11917 -3.19899 3.27912
C -1.65860 -2.23420 4.16900
C -0.90416 -1.13741 3.78977
C -0.61012 -0.93212 2.44194
O 0.09856 0.04921 2.01514
C -1.20534 -1.83926 1.49642
N -0.99201 -1.52547 0.19254
C -1.48618 -2.28113 -0.76722
C -2.31403 -3.36946 -0.47068
C -2.57501 -3.69194 0.83477
C -1.97118 -2.95834 1.87900
H -1.91366 -8.82884 0.60605
H -3.37148 -7.51302 2.13978
H -0.15398 -4.78502 2.84573
H 1.28939 -6.09944 1.37077
H -1.87152 -2.40972 5.21671
H -0.52804 -0.43323 4.51842
H -1.24093 -1.98409 -1.77914
H -2.74981 -3.93701 -1.28140
H -3.24977 -4.50327 1.06316
C 2.86171 2.65524 0.25904
O 3.31677 1.30801 0.16122
C 2.36089 0.39527 0.04055
O 2.65486 -0.79046 0.01358
H 3.75311 3.27536 0.33572
H 2.24610 2.78791 1.14711
H 2.29241 2.91155 -0.63062
O 1.23570 1.90323 -2.50454
C 0.79825 0.81779 -2.84725
O 0.40602 -0.14660 -2.08064
C 0.64597 0.50434 -4.31475
C 0.62667 1.55112 -5.22507
C 0.45050 1.30887 -6.57826
C 0.29970 0.01244 -7.04210
C 0.32441 -1.02004 -6.11740
C 0.49049 -0.79978 -4.75979
N 0.15384 -2.38949 -6.59448
O 0.02883 -2.56795 -7.79881
O 0.14169 -3.29007 -5.77094
H 0.74252 2.55575 -4.83998
H 0.42498 2.13428 -7.27792
H 0.16360 -0.21075 -8.08897
H 0.49809 -1.62300 -4.06228
C 0.64952 5.45019 2.08760
C -0.10601 4.55651 2.83583
C -0.70574 3.46499 2.22133
C -0.56921 3.23159 0.85024
C 0.22403 4.12536 0.12582
C 0.81759 5.22734 0.72818
Si -1.27691 1.68697 -0.01412
C -2.93206 1.31059 0.89670
C -3.59864 0.08107 0.87602
C -4.80829 -0.11703 1.52888
C -5.40615 0.92505 2.22211
C -4.79029 2.16753 2.22992
C -3.57868 2.35084 1.57554
C -1.92996 2.15349 -1.74187
C -1.95344 3.43518 -2.29125
C -2.44550 3.66529 -3.57148
C -2.93188 2.61380 -4.33501
C -2.93566 1.33125 -3.80273
C -2.44191 1.11323 -2.52493
H 1.11449 6.30484 2.56398
H -0.22505 4.70585 3.90238
H -1.26741 2.76705 2.83068
H 0.40411 3.93908 -0.92677
H 1.42591 5.90173 0.13682
H -3.18588 -0.75091 0.32639
H -5.27988 -1.09214 1.49646
H -6.34573 0.77352 2.73899
H -5.25199 3.00081 2.74607
H -3.13373 3.33730 1.58965
H -1.59479 4.27781 -1.71490
H -2.44513 4.67224 -3.97222
H -3.30304 2.79009 -5.33742
H -3.31332 0.50015 -4.38689
H -2.44225 0.10143 -2.13056
*
```

Want to see where the charge sits? The Mulliken charges in e are: 2.535, -0.204, 0.154, -0.508, -0.027, -0.123, 0.015, -0.669, -0.644, -0.446, -0.106, -0.338, -1.076, 0.623, -0.958, -0.268, -0.475, -0.088, -1.250, -0.560, 1.675, 0.413, 0.444, 0.414, 0.434, 0.439, 0.489, 0.261, 0.493, 0.650, -0.154, -0.541, 0.247, -0.609, 0.317, 0.198, -0.048, -0.718, 0.174, -0.934, 0.398, -0.608, -0.655, -0.510, -0.196, 0.013, 1.063, -0.654, -0.614, 0.479, 0.396, 0.498, 0.624, -0.635, -0.788, -0.502, 1.274, -1.012, -0.644, -0.444, 0.605, 0.179, -0.643, -0.653, -0.827, -0.617, 0.959, -0.356, -0.888, -0.572, -0.734, -0.164, 0.380, 0.412, 0.512, 0.547, 0.430, 0.261, 0.449, 0.377, 0.420, 0.490, 0.383, 0.413, 0.396, 0.422, 0.104

---

no.,highest occupied orbital energy (eV),HOMO-LUMO gap (eV)
1,-3.542,4.078
2,-5.024,6.500